1.
Density functional theory data (ωB97M-V with the def2-TZVPD basis set) for C5H11NO2 as an isolated structure at a distorted geometry.

Calculated values
Relative energy (zero: lowest compared OMol25 entry of this formula, charge and spin)   94.2 kcal per mole
HOMO-LUMO gap (spin up / spin down)   7.522 / 7.523 eV
Molecular weight   117.15 g/mol
Strongest force on any atom   1.399 eV Å⁻¹

Structure (ORCA input):
```
! wB97M-V def2-TZVPD RIJCOSX def2/J DEFGRID3
* xyz 0 1
C 0.647 0.828 0.439
C 1.000 -0.620 -1.389
C 1.292 -0.033 1.502
C -1.286 -1.163 -0.367
N 1.085 0.596 -0.904
C -1.016 0.601 0.380
O -1.441 1.447 -0.689
O -1.598 0.683 1.457
H -2.290 1.809 -0.403
H 0.828 1.342 -1.539
H 0.762 1.886 0.668
H 0.910 -0.754 -2.456
H 1.230 -1.464 -0.764
H 2.377 0.091 1.502
H 1.059 -1.089 1.373
H 0.889 0.266 2.466
H -2.354 -0.968 -0.361
H -1.075 -1.604 -1.343
H -1.017 -1.854 0.428
*
```

=====

2.
Density functional theory data (ωB97M-V with the def2-TZVPD basis set) for a 2-piece molecular cluster, C5H11NO2 overall at a distorted geometry.

Calculated values
Relative energy (zero: lowest compared OMol25 entry of this formula, charge and spin)   53.4 kcal per mole
HOMO-LUMO gap   9.123 eV
Molecular weight   117.15 g/mol
Strongest force on any atom   1.989 eV Å⁻¹

Structure (ORCA input):
```
! wB97M-V def2-TZVPD RIJCOSX def2/J DEFGRID3
* xyz 0 1
O -2.731 -2.102 -0.349
C -1.823 -1.388 -0.693
C -1.389 -0.213 0.186
C -0.893 1.067 -0.445
C 0.598 1.119 -0.529
C 1.240 1.229 -1.698
N 2.528 1.860 -1.821
H -1.175 -1.613 -1.549
H -0.683 -0.746 0.849
H -2.242 -0.079 0.862
H -1.120 2.018 0.063
H -1.316 1.194 -1.448
H 1.143 1.123 0.403
H 0.757 1.076 -2.657
H 2.971 1.476 -2.648
H 3.159 1.564 -1.081
H 1.479 -0.782 4.853
H 2.215 -1.971 4.289
O 1.581 -1.291 4.041
*
```

=====

3.
Density functional theory data (ωB97M-V with the def2-TZVPD basis set) for a 2-piece molecular cluster, C5H11NO2 overall at a distorted geometry.

Calculated values
Relative energy (zero: lowest compared OMol25 entry of this formula, charge and spin)   65.3 kcal per mole
HOMO-LUMO gap   10.007 eV
Molecular weight   117.15 g/mol
Strongest force on any atom   3.813 eV Å⁻¹

Structure (ORCA input):
```
! wB97M-V def2-TZVPD RIJCOSX def2/J DEFGRID3
* xyz 0 1
N -0.344 -2.017 0.288
C 1.114 -1.794 0.562
C 1.277 -0.291 0.844
C -0.044 0.412 0.527
C -0.900 -0.631 -0.187
C -0.885 -0.556 -1.703
O -1.100 0.514 -2.253
H -1.002 -2.193 1.056
H 1.596 -2.432 1.504
H 1.451 -2.266 -0.331
H 2.107 0.115 0.341
H 1.619 -0.190 1.843
H 0.206 1.207 -0.152
H -0.494 0.761 1.463
H -2.023 -0.472 -0.016
H -0.893 -1.510 -2.373
H -1.131 3.924 -0.015
H 0.065 3.403 -0.643
O -0.620 4.014 -0.754
*
```

=====

4.
Density functional theory data (ωB97M-V with the def2-TZVPD basis set) for a 2-piece molecular cluster, C5H11NO2 overall.

Calculated values
Relative energy (zero: lowest compared OMol25 entry of this formula, charge and spin)   28.2 kcal per mole
HOMO-LUMO gap   10.795 eV
Molecular weight   117.15 g/mol
Strongest force on any atom   0.507 eV Å⁻¹

Structure (ORCA input):
```
! wB97M-V def2-TZVPD RIJCOSX def2/J DEFGRID3
* xyz 0 1
C 2.637 -0.122 1.329
N -1.005 -0.656 1.323
O 1.652 0.735 0.808
H 0.795 0.303 0.909
H -1.101 -1.406 1.994
H 3.595 0.376 1.198
H 2.656 -1.079 0.797
H 2.479 -0.314 2.396
C -0.156 0.203 -2.009
C -1.184 0.183 -0.925
C -1.101 -0.994 -0.004
C -2.136 1.094 -0.779
O -1.046 -2.142 -0.380
H -1.303 0.259 1.619
H 0.808 0.492 -1.590
H -0.056 -0.795 -2.432
H -0.425 0.908 -2.790
H -2.230 1.920 -1.463
H -2.878 1.037 0.000
*
```

=====

5.
Density functional theory data (ωB97M-V with the def2-TZVPD basis set) for a single C5H11NO2 molecule at a distorted geometry.

Calculated values
Relative energy (zero: lowest compared OMol25 entry of this formula, charge and spin)   70.9 kcal per mole
HOMO-LUMO gap   9.848 eV
Molecular weight   117.15 g/mol
Strongest force on any atom   6.197 eV Å⁻¹

Structure (ORCA input):
```
! wB97M-V def2-TZVPD RIJCOSX def2/J DEFGRID3
* xyz 0 1
C 1.858 0.103 -0.658
N 0.510 0.150 -0.530
C -0.218 -0.120 -1.851
C 0.358 0.824 1.819
C -0.347 0.371 0.535
C -1.426 -0.821 0.665
O -2.527 -0.282 1.403
O 2.344 -0.301 -1.637
H 2.549 0.570 0.010
H -1.230 -0.399 -1.685
H 0.261 -1.089 -2.129
H -0.085 0.694 -2.558
H -0.227 0.624 2.816
H 0.582 1.800 1.891
H 1.343 0.301 1.925
H -1.058 1.294 0.277
H -1.633 -1.270 -0.193
H -1.010 -1.620 1.195
H -2.953 0.565 0.963
*
```

=====

6.
Density functional theory data (ωB97M-V with the def2-TZVPD basis set) for a 3-piece molecular cluster, C5H11NO2 overall at a distorted geometry.

Calculated values
Relative energy (zero: lowest compared OMol25 entry of this formula, charge and spin)   29.9 kcal per mole
HOMO-LUMO gap   8.894 eV
Molecular weight   117.15 g/mol
Strongest force on any atom   1.675 eV Å⁻¹

Structure (ORCA input):
```
! wB97M-V def2-TZVPD RIJCOSX def2/J DEFGRID3
* xyz 0 1
C 0.226 -0.561 1.667
C -0.344 -0.183 0.343
C 0.385 0.427 -0.664
N -0.521 0.860 -1.589
C -1.786 0.435 -1.269
C -1.701 -0.185 -0.045
H -0.263 -1.301 2.298
H 1.264 -0.901 1.634
H 0.261 0.333 2.298
H 1.448 0.517 -0.618
H -0.339 1.207 -2.516
H -2.570 0.859 -1.858
H -2.527 -0.593 0.488
H 0.992 2.687 0.686
H 2.093 3.162 -0.173
O 1.957 2.759 0.699
H 0.878 -2.549 -0.757
H -0.127 -3.698 -0.467
O 0.674 -3.273 -0.157
*
```